# 1
Here is C16H28BrNO12P2 as an isolated structure in a non-equilibrium geometry from the Open Molecules 2025 dataset. Energies are from the ωB97M-V functional and the def2-TZVPD basis.

XYZ file:
```
60
Properties=species:S:1:pos:R:3:lowdin_charge:R:1
N 3.914 -0.127 -0.951 -0.276
P 3.178 1.219 -1.204 0.706
O 1.848 1.471 -0.220 -0.456
P 0.411 1.423 -0.889 0.191
O 0.198 2.492 -1.856 -0.246
O 0.059 0.001 -1.453 -0.069
O -0.638 1.671 0.364 -0.725
Br 0.163 2.108 1.964 0.821
H 3.452 -0.670 -0.228 -0.053
H 2.750 1.304 -2.543 0.034
H 4.005 2.275 -0.912 0.000
H -0.147 -0.631 -0.744 0.106
O 4.110 4.197 -1.361 0.062
C 3.468 5.119 -0.935 -0.470
O 3.896 6.393 -1.005 0.038
C 2.973 7.264 -0.322 -0.148
C 1.654 6.504 -0.298 -0.145
C 2.128 5.054 -0.229 -0.076
H 3.361 7.458 0.680 0.126
H 2.910 8.206 -0.861 0.124
H 1.002 6.800 0.521 0.117
H 1.115 6.667 -1.232 0.122
H 2.292 4.721 0.799 0.127
H 1.455 4.369 -0.740 0.099
O -6.923 0.746 0.841 0.118
C -5.909 0.692 0.209 -0.488
O -4.712 0.390 0.768 0.032
C -3.665 0.503 -0.215 -0.157
C -4.361 0.358 -1.554 -0.148
C -5.732 0.967 -1.276 -0.071
H -3.183 1.476 -0.102 0.117
H -2.925 -0.277 -0.053 0.111
H -3.820 0.833 -2.370 0.120
H -4.472 -0.701 -1.796 0.106
H -5.744 2.046 -1.437 0.130
H -6.526 0.498 -1.850 0.122
O -2.081 -3.079 0.186 0.117
C -2.952 -3.683 -0.369 -0.486
O -3.306 -3.477 -1.664 0.016
C -4.460 -4.279 -1.986 -0.155
C -4.462 -5.411 -0.969 -0.154
C -3.847 -4.736 0.253 -0.071
H -5.349 -3.649 -1.910 0.124
H -4.367 -4.635 -3.009 0.124
H -5.451 -5.831 -0.798 0.116
H -3.811 -6.216 -1.311 0.118
H -4.597 -4.235 0.866 0.134
H -3.265 -5.423 0.860 0.126
O 2.286 -2.195 2.402 0.115
C 3.354 -2.684 2.628 -0.489
O 3.558 -3.569 3.634 0.025
C 4.956 -3.895 3.730 -0.157
C 5.537 -3.576 2.358 -0.153
C 4.661 -2.408 1.912 -0.082
H 5.399 -3.285 4.520 0.125
H 5.057 -4.944 3.998 0.123
H 6.601 -3.353 2.381 0.115
H 5.387 -4.423 1.687 0.118
H 5.051 -1.449 2.255 0.135
H 4.511 -2.385 0.836 0.109
```

Its charge is 0. Its total energy is -4840.92641 a.u. Its LUMO energy is -1.04 eV.


# 2
Here is a 5-piece molecular cluster, C16H28ClN4O4 overall in a non-equilibrium geometry from the Open Molecules 2025 dataset. Energies are from the ωB97M-V functional and the def2-TZVPD basis.

XYZ file:
```
53
Properties=species:S:1:pos:R:3:lowdin_charge:R:1
C 7.937 -25.870 9.788 -0.039
C 7.387 -24.379 9.594 -0.155
N 8.274 -23.518 8.854 -0.079
C 8.024 -23.074 7.522 0.057
C 9.116 -22.296 7.180 0.002
N 9.930 -22.212 8.274 -0.071
C 9.426 -22.981 9.272 -0.019
C 11.149 -21.408 8.396 0.003
H 7.538 -26.276 10.717 0.063
H 9.022 -25.908 9.892 0.067
H 7.619 -26.547 8.995 0.072
H 7.094 -23.909 10.532 0.120
H 6.459 -24.356 9.023 0.117
H 7.119 -23.352 7.002 0.133
H 9.309 -21.689 6.307 0.072
H 9.895 -23.126 10.234 0.162
H 11.011 -20.663 9.179 0.096
H 11.305 -20.808 7.500 0.057
H 11.959 -22.091 8.652 0.097
C 14.944 -19.687 6.121 -0.031
C 14.303 -18.444 6.885 -0.147
N 14.319 -17.227 6.060 -0.044
C 13.416 -16.991 5.005 0.041
C 13.761 -15.770 4.438 0.014
N 14.872 -15.258 5.115 -0.089
C 15.251 -16.217 6.023 -0.002
C 15.683 -14.127 4.629 0.003
H 14.393 -19.937 5.214 0.085
H 14.715 -20.490 6.821 0.065
H 16.030 -19.710 6.030 0.070
H 14.846 -18.268 7.814 0.110
H 13.308 -18.585 7.308 0.120
H 12.622 -17.708 4.858 0.067
H 13.340 -15.244 3.594 0.135
H 16.136 -16.254 6.640 0.152
H 15.915 -13.451 5.452 0.093
H 15.126 -13.544 3.895 0.099
H 16.633 -14.462 4.214 0.096
C 9.830 -15.385 5.072 -0.080
C 8.285 -15.439 4.962 -0.811
O 7.844 -14.934 3.910 -0.119
O 7.596 -15.970 5.866 -0.120
H 10.119 -16.436 5.043 -0.006
H 10.186 -14.941 6.001 0.041
H 10.335 -14.905 4.233 0.036
C 11.650 -23.036 4.866 -0.073
C 12.061 -24.020 3.788 -0.863
O 13.064 -23.718 3.210 -0.058
O 11.370 -25.050 3.507 -0.141
H 11.540 -22.010 4.515 0.022
H 12.239 -23.276 5.751 0.053
H 10.655 -23.306 5.221 0.027
Cl 10.275 -19.371 4.958 -0.503
```

The value obtained for the energy relative to the best compared isomer or geometry (same formula, charge and spin) is 0.0 kJ/mol. Its charge is -1. Its total energy is -1606.53585 a.u. Its LUMO energy is 1.14 eV.


# 3
Here is C16H28F3N2O2Pr as an isolated structure in a non-equilibrium geometry from the Open Molecules 2025 dataset. Energies are from the ωB97M-V functional and the def2-TZVPD basis.

XYZ file:
```
52
Properties=species:S:1:pos:R:3:mulliken_spin:R:1
C 4.288 0.036 0.685 0.000
C 4.304 -0.164 -0.854 0.000
O 4.265 -1.302 -1.262 0.000
N 4.333 0.866 -1.817 -0.001
C 3.445 1.983 -1.509 -0.005
C 1.884 1.627 -1.682 0.055
C 1.109 2.131 -0.340 0.010
C -0.493 1.871 -0.292 0.003
C -0.946 0.821 0.820 -0.010
C -0.936 1.591 2.166 0.014
F 0.311 1.996 2.544 0.001
F -1.706 2.718 2.130 0.000
F -1.414 0.858 3.200 0.000
C -0.083 -0.499 0.800 0.001
C -0.638 -1.593 -0.189 -0.013
C -0.624 -1.203 -1.718 0.016
C 0.345 -2.839 -0.064 0.000
N -2.010 -2.073 0.141 0.000
O -2.017 -3.103 0.762 0.000
C -2.897 -1.029 0.717 -0.001
C -4.314 -1.200 -0.027 0.000
C -3.179 -1.416 2.217 0.000
C -2.459 0.447 0.472 0.011
H 3.239 -0.165 1.032 0.000
H 4.674 1.020 1.026 0.000
H 4.895 -0.796 1.121 0.000
H 4.158 0.499 -2.751 0.000
H 3.655 2.820 -2.223 -0.001
H 3.604 2.394 -0.489 0.000
H 1.435 2.061 -2.645 -0.030
H 1.837 0.505 -1.677 -0.014
H 1.657 1.672 0.518 0.004
H 1.281 3.241 -0.282 -0.002
H -1.017 2.895 -0.160 0.012
H -0.805 1.506 -1.360 0.035
H -0.161 -0.936 1.832 0.000
H 1.002 -0.353 0.615 0.003
H -1.006 -2.099 -2.275 0.000
H -1.376 -0.390 -1.956 -0.012
H 0.386 -0.998 -2.136 0.002
H 1.335 -2.457 -0.440 0.000
H 0.067 -3.671 -0.744 0.000
H 0.520 -3.142 0.989 0.000
H -4.327 -0.665 -1.008 0.000
H -5.097 -0.775 0.635 0.000
H -4.532 -2.286 -0.172 0.000
H -3.872 -2.286 2.317 0.000
H -3.713 -0.560 2.706 0.000
H -2.266 -1.606 2.824 0.000
H -3.159 1.091 1.062 0.001
H -2.636 0.743 -0.597 -0.005
Pr -0.348 2.218 -2.658 2.925
```

As for the expectation value of S²: 3.7524. As for the spin multiplicity: 4. Its charge is +3. Its total energy is -1701.66556 a.u. Its LUMO energy (spin up / spin down) is -12.46 / -12.46 eV.


# 4
Here is C16H28F9N5O5S2 as an isolated structure in a non-equilibrium geometry from the Open Molecules 2025 dataset. Energies are from the ωB97M-V functional and the def2-TZVPD basis.

XYZ file:
```
65
Properties=species:S:1:pos:R:3:lowdin_charge:R:1
C -1.199 1.351 3.142 -0.091
C -2.044 0.081 3.066 -0.231
C -3.023 0.037 1.890 -0.184
N -2.444 0.293 0.558 0.037
N -1.188 -0.266 0.360 0.156
C -0.961 -1.510 0.383 -0.322
N -1.913 -2.461 0.562 0.188
C -1.287 -3.764 0.584 -0.148
C -1.811 -4.742 1.611 -0.665
F -3.139 -4.808 1.511 0.162
F -1.347 -5.935 1.363 0.195
F -1.532 -4.418 2.848 0.194
C 0.136 -3.308 0.927 -0.274
C 1.287 -4.313 1.084 0.012
N 0.318 -2.073 0.178 0.024
C 0.386 -2.156 -1.317 -0.135
C 1.644 -2.798 -1.883 -0.157
C 2.919 -1.920 -1.878 -0.182
C 2.982 -0.823 -0.823 -0.198
C 4.396 -0.254 -0.715 -0.251
O 4.433 0.986 -0.063 -0.168
C 4.290 0.866 1.335 -0.107
H -1.788 2.183 3.507 0.074
H -0.424 1.189 3.886 0.076
H -0.697 1.589 2.210 0.056
H -2.634 -0.044 3.968 0.112
H -1.357 -0.766 3.010 0.087
H -3.555 -0.909 1.886 0.097
H -3.775 0.802 2.054 0.129
H -2.376 1.289 0.369 0.087
H -0.399 0.359 0.192 0.194
H -2.724 -2.356 -0.040 0.179
H -1.280 -4.328 -0.352 0.173
H 0.007 -2.935 1.946 0.143
H 1.510 -4.406 2.137 0.089
H 2.190 -3.934 0.626 0.073
H 1.014 -5.271 0.661 0.085
H -0.474 -2.693 -1.732 0.126
H 0.304 -1.149 -1.710 0.130
H 1.882 -3.754 -1.434 0.091
H 1.417 -3.016 -2.923 0.116
H 3.759 -2.587 -1.675 0.112
H 3.137 -1.489 -2.850 0.116
H 2.303 -0.007 -1.066 0.122
H 2.737 -1.199 0.165 0.094
H 5.059 -0.984 -0.238 0.123
H 4.796 -0.103 -1.717 0.127
H 4.896 0.055 1.747 0.088
H 4.583 1.795 1.804 0.088
H 3.238 0.680 1.570 0.078
C -1.449 6.412 -4.160 -0.670
F -1.204 6.495 -5.471 0.133
F -0.678 7.316 -3.532 0.123
F -2.731 6.760 -3.951 0.122
S -1.114 4.715 -3.551 0.578
O 0.280 4.497 -3.801 -0.279
O -2.023 3.873 -4.272 -0.282
N -1.499 4.981 -2.024 -0.287
S -1.372 3.755 -1.056 0.560
O -0.037 3.299 -0.763 -0.304
O -2.341 2.698 -1.237 -0.315
C -1.913 4.618 0.468 -0.663
F -3.157 5.100 0.344 0.132
F -1.107 5.642 0.766 0.138
F -1.907 3.765 1.515 0.095
```

Its charge is 0. Its total energy is -2971.51145 a.u. Its LUMO energy is -0.42 eV.


> Which value of charge does entry 1 give?

0


> The highest charge belongs to which entry?

C16H28F3N2O2Pr